No. 1
Below is 5 unconnected molecules or ions with the total composition C35H81N3O21P4S at a distorted geometry, with properties calculated with ωB97M-V with the def2-TZVPD basis set.

Cartesian coordinates (Å):
H: -3.7348 4.4776 6.6227
N: -2.8450 4.0484 6.3752
C: -2.4027 4.5529 5.2883
C: -3.1807 5.6022 4.5271
C: -1.0944 4.0643 4.7363
C: -1.2163 2.9375 3.7186
N: -2.2905 3.2118 2.8063
O: -0.0108 3.1117 2.8667
S: 0.8291 1.8059 2.7300
O: 2.0339 1.7973 3.4784
O: 1.0108 1.5077 1.3614
O: -0.2599 0.8467 3.2712
C: -1.2206 1.4768 4.2490
C: -0.5427 1.2313 5.5938
C: 0.2988 -0.0539 5.6391
C: -2.4526 0.6316 3.9775
C: -3.5988 0.7708 4.9604
O: -3.4493 0.6741 6.1681
N: -4.8783 0.9296 4.3837
C: -5.8977 0.7209 5.4181
C: -5.0641 2.3026 3.8630
H: -2.6201 5.9679 3.6756
H: -3.3250 6.4570 5.1785
H: -4.1424 5.2271 4.2082
H: -0.6433 4.8953 4.2062
H: -0.4354 3.8368 5.5586
H: -2.2468 4.1924 2.5635
H: -2.0539 2.7381 1.9409
H: -1.2602 1.1536 6.3983
H: 0.1358 2.0331 5.8491
H: 0.3819 -0.3249 6.6858
H: 1.2989 0.1537 5.2906
H: -0.1607 -0.8787 5.1142
H: -2.1052 -0.3927 4.0579
H: -2.8062 0.7591 2.9651
H: -6.8647 0.7937 4.9362
H: -5.8647 1.4850 6.1886
H: -5.8139 -0.2718 5.8343
H: -4.7168 2.4004 2.8478
H: -4.5980 3.0125 4.5403
H: -6.1212 2.5270 3.8693
C: -8.5517 -1.4930 -2.1055
C: -7.1106 -1.3382 -2.5568
O: -6.2357 -1.0157 -1.4762
P: -5.9173 -2.1319 -0.3549
O: -5.3517 -3.3157 -1.0152
O: -4.6590 -1.4387 0.3837
C: -3.3801 -2.0693 0.4139
C: -2.5257 -1.6338 -0.7591
O: -6.9154 -1.6163 0.8037
C: -7.8910 -2.4937 1.4029
C: -7.3302 -3.8588 1.7452
H: -8.6786 -2.4083 -1.5186
H: -9.2208 -1.5573 -2.9633
H: -8.8526 -0.6513 -1.4820
H: -6.7653 -2.2441 -3.0616
H: -7.0333 -0.5162 -3.2669
H: -3.4831 -3.1532 0.4482
H: -2.9025 -1.7676 1.3482
H: -3.0639 -1.7160 -1.7033
H: -1.6239 -2.2423 -0.8196
H: -2.2297 -0.5886 -0.6540
H: -8.7561 -2.5875 0.7409
H: -8.2358 -1.9962 2.3077
H: -7.0396 -4.4062 0.8429
H: -8.0746 -4.4567 2.2697
H: -6.4445 -3.7656 2.3744
C: 1.7985 3.9564 0.2307
C: 1.2976 3.6490 -1.1643
O: 0.6294 4.7624 -1.7622
P: 1.5053 6.0454 -2.1884
O: 2.5538 5.6120 -3.1221
O: 0.4353 6.8292 -3.1094
C: 0.6889 7.0920 -4.4900
C: 0.1532 5.9838 -5.3730
O: 1.1710 7.0090 -0.9336
C: 2.2216 7.5940 -0.1379
C: 3.3512 8.1646 -0.9709
H: 2.6408 4.6591 0.1919
H: 2.1332 3.0560 0.7159
H: 1.0094 4.4154 0.8260
H: 2.1170 3.3203 -1.8048
H: 0.5697 2.8398 -1.1213
H: 1.7516 7.2550 -4.6627
H: 0.1809 8.0284 -4.7247
H: 0.4725 5.0049 -5.0177
H: 0.4970 6.1109 -6.4003
H: -0.9376 5.9874 -5.3710
H: 2.6021 6.8523 0.5697
H: 1.7575 8.3851 0.4492
H: 3.8777 7.3761 -1.5181
H: 4.0782 8.6680 -0.3346
H: 2.9700 8.8764 -1.7036
C: -1.9196 -4.7679 -2.2869
C: -1.4326 -6.1576 -1.9189
O: -0.5598 -6.7278 -2.9036
P: 0.9231 -6.1103 -3.1128
O: 1.6369 -6.1568 -1.8298
O: 1.5929 -7.2829 -3.9972
C: 2.7338 -8.0070 -3.5367
C: 2.3300 -9.2535 -2.7760
O: 0.6535 -5.2360 -4.4460
C: 0.9666 -3.8327 -4.5210
C: 2.3213 -3.4992 -3.9334
H: -1.1023 -4.0439 -2.2091
H: -2.7139 -4.4437 -1.6133
H: -2.2915 -4.7431 -3.3109
H: -0.9339 -6.1398 -0.9461
H: -2.2808 -6.8360 -1.8415
H: 3.3784 -7.3688 -2.9345
H: 3.3021 -8.2854 -4.4252
H: 1.5821 -9.0292 -2.0167
H: 3.1963 -9.7042 -2.2897
H: 1.8924 -9.9888 -3.4525
H: 0.1817 -3.2513 -4.0307
H: 0.9424 -3.5693 -5.5771
H: 2.3440 -3.6923 -2.8553
H: 2.5554 -2.4463 -4.0868
H: 3.1036 -4.1051 -4.3912
C: 4.4190 -2.2587 -0.4631
C: 5.5763 -3.2321 -0.6170
O: 6.4385 -2.9010 -1.7090
P: 7.3776 -1.5900 -1.6266
O: 8.2338 -1.6958 -0.4389
O: 8.3673 -1.8773 -2.8711
C: 9.7746 -2.0224 -2.6866
C: 10.1585 -3.4709 -2.4633
O: 6.4909 -0.5927 -2.5334
C: 6.0721 0.6983 -2.0508
C: 7.1786 1.4590 -1.3513
H: 4.7703 -1.2906 -0.0916
H: 3.6867 -2.6376 0.2499
H: 3.9281 -2.0897 -1.4219
H: 6.1517 -3.2913 0.3105
H: 5.1923 -4.2291 -0.8301
H: 10.1236 -1.3917 -1.8703
H: 10.2456 -1.6527 -3.5986
H: 9.5373 -3.9315 -1.6964
H: 11.2032 -3.5492 -2.1590
H: 10.0214 -4.0478 -3.3789
H: 5.2078 0.5806 -1.3902
H: 5.7335 1.2562 -2.9226
H: 7.4894 0.9512 -0.4322
H: 6.8404 2.4581 -1.0813
H: 8.0549 1.5445 -1.9945

Forces on atoms 1 to 6 (eV/Å):
-0.1 0.0 0.1
0.6 0.2 -0.5
-1.1 -0.6 0.7
0.7 0.2 0.2
-0.2 0.5 0.2
-0.5 1.3 -0.5

The calculation puts the total energy at -4890.35648 Ha. For the LUMO energy, the calculation gives 0.207 eV. The structure (SMILES) is [H]/N=C(\C)C[C@@]1(N)OS(=O)(=O)O[C@]1(CC)CC(=O)N(C)C.CCOP(=O)(OCC)OCC.CCOP(=O)(OCC)OCC.CCOP(=O)(OCC)OCC.CCOP(=O)(OCC)OCC.

=====

No. 2
Below is 2 unconnected molecules or ions with the total composition CH4INOS at a distorted geometry, with properties calculated with ωB97M-V with the def2-TZVPD basis set.

Cartesian coordinates (Å):
C: 0.6948 -0.1199 0.8058
N: -0.2635 -0.5153 -2.3661
O: 0.8221 1.0935 1.4751
S: -0.8341 -1.0792 -1.0703
I: -2.7131 0.3788 -0.1991
H: 0.3876 -0.9748 1.3947
H: 1.5209 -0.2779 0.1274
H: 0.2298 1.0876 2.2410
H: 0.1554 0.4074 -2.4085

Forces on atoms 1 to 6 (eV/Å):
0.4 0.3 0.5
0.1 -0.6 -0.3
-0.8 -1.5 -1.1
0.6 1.5 0.7
-0.1 -0.1 0.1
0.0 0.1 0.2

The energy relative to the best compared isomer or geometry (same formula, charge and spin) comes out at 2.067 eV. The calculation puts the total energy at -866.25678 Ha. For the LUMO energy (spin up / spin down), the calculation gives -1.148 / -0.582 eV.

=====

No. 3
Below is 2 unconnected molecules or ions with the total composition C3H11NOS2 at a distorted geometry, with properties calculated with ωB97M-V with the def2-TZVPD basis set.

Cartesian coordinates (Å):
N: -1.3303 1.0758 -0.2645
C: -1.1194 0.2392 0.9058
C: 0.3149 0.2525 1.4195
S: 1.5376 0.0065 0.1399
S: 0.7897 -1.6660 -0.8215
C: 1.2758 -3.1846 0.0895
H: -2.2854 1.4263 -0.2480
H: -1.3406 0.5965 -1.2386
H: -1.7693 0.6351 1.6516
H: -1.5112 -0.7878 0.8581
H: 0.6704 1.1763 1.9339
H: 0.3902 -0.4119 2.2894
H: 0.3491 -3.7193 0.4386
H: 1.8393 -3.8696 -0.6073
H: 1.9789 -2.8275 0.7984
H: 0.6257 4.1541 -2.4162
H: -0.4856 3.4346 -2.0399
O: 0.0701 3.4698 -2.8886

Forces on atoms 1 to 6 (eV/Å):
-0.9 -0.3 -2.8
0.0 -0.3 0.1
0.0 0.7 1.2
1.6 1.1 1.0
-1.2 -1.7 -1.6
-0.7 -1.0 -1.7

The energy relative to the best compared isomer or geometry (same formula, charge and spin) comes out at 1.980 eV. The calculation puts the total energy at -1047.19762 Ha. For the LUMO energy (spin up / spin down), the calculation gives 3.399 / 3.512 eV. The spin multiplicity is 2. Its net charge is -1. Its expectation value of S² is 0.7525.

=====

Repeat the second record exactly.
Below is 2 unconnected molecules or ions with the total composition CH4INOS at a distorted geometry, with properties calculated with ωB97M-V with the def2-TZVPD basis set.

Cartesian coordinates (Å):
C: 0.6948 -0.1199 0.8058
N: -0.2635 -0.5153 -2.3661
O: 0.8221 1.0935 1.4751
S: -0.8341 -1.0792 -1.0703
I: -2.7131 0.3788 -0.1991
H: 0.3876 -0.9748 1.3947
H: 1.5209 -0.2779 0.1274
H: 0.2298 1.0876 2.2410
H: 0.1554 0.4074 -2.4085

Forces on atoms 1 to 6 (eV/Å):
0.4 0.3 0.5
0.1 -0.6 -0.3
-0.8 -1.5 -1.1
0.6 1.5 0.7
-0.1 -0.1 0.1
0.0 0.1 0.2

The energy relative to the best compared isomer or geometry (same formula, charge and spin) comes out at 2.067 eV. The calculation puts the total energy at -866.25678 Ha. For the LUMO energy (spin up / spin down), the calculation gives -1.148 / -0.582 eV.

=====

Question: What is the formula in the second record?
Answer: CH4INOS